# 1
Below is a single C4H8N2O2 molecule, with properties calculated with wB97M-V/def2-TZVPD.

Spin multiplicity: 1
HOMO level in hartree: -0.344
Relative energy (zero: lowest compared OMol25 entry of this formula, charge and spin) in kJ/mol: 393.24
Kohn-Sham gap in eV: 9.792
Molecular weight in u: 116.12
SMILES string: CCC(=O)N(C)N=O
Net charge: 0
F_max in hartree/bohr: 0.0535

Each line ends with the Mulliken charge.
Positions of all 16 atoms, in Å:
O: -1.6070 0.6814 -1.9548  -0.5407
O: 2.0782 -0.2951 0.4922  -0.5268
N: 0.1986 0.1617 -0.8710  0.4195
N: -1.1003 0.4891 -0.9041  -0.1352
C: -1.0462 -0.6272 1.7084  -0.9619
C: 0.9196 0.0217 0.4774  0.5486
C: 0.0197 0.4785 1.5885  -0.4864
C: 0.9173 -0.0665 -2.1379  -0.8348
H: -0.2730 1.4737 1.2013  0.2841
H: 0.2650 -0.3188 -2.9700  0.3009
H: 1.4873 0.8168 -2.4342  0.2648
H: -1.8051 -0.3855 2.5586  0.2731
H: -0.5763 -1.5942 1.7544  0.3567
H: 0.5528 0.7148 2.4404  0.3866
H: -1.6146 -0.7232 0.7739  0.3137
H: 1.5840 -0.8272 -1.7230  0.3378


# 2
Below is a single C4H8N2O2 molecule, with properties calculated with wB97M-V/def2-TZVPD.

Spin multiplicity: 1
HOMO level in hartree: -0.348
Relative energy (zero: lowest compared OMol25 entry of this formula, charge and spin) in kJ/mol: 315.51
Kohn-Sham gap in eV: 10.126
Molecular weight in u: 116.12
SMILES string: [H]/N=C(/N)[C@@H](O)CC=O
Net charge: 0
F_max in hartree/bohr: 0.1101

Each line ends with the Mulliken charge.
Positions of all 16 atoms, in Å:
O: 0.0738 -1.8546 0.3175  -0.5481
O: -2.4667 0.4846 2.4132  -0.4648
N: 2.2199 0.2317 0.0243  -0.7939
N: 1.2261 1.1182 -1.8219  -0.4326
C: -1.6656 -0.2033 1.8111  -0.0168
C: -0.2400 -0.6882 -0.3564  -0.0303
C: 1.1899 0.2955 -0.7384  0.4139
C: -1.1208 0.3019 0.2520  -0.5265
H: 0.3705 1.5049 -2.1910  0.2233
H: -2.0627 0.3575 -0.2961  0.3131
H: -0.7898 1.3307 0.3948  0.4113
H: -1.2832 -1.1103 2.3364  0.3417
H: 1.0282 -2.0375 0.3078  0.3475
H: 2.0700 -0.4145 0.8046  0.2267
H: -0.6220 -0.9877 -1.3366  0.2619
H: 2.0725 1.6711 -1.9213  0.2734


# 3
Below is a single C4H8N2O2 molecule, with properties calculated with wB97M-V/def2-TZVPD.

Spin multiplicity: 1
HOMO level in hartree: -0.340
Relative energy (zero: lowest compared OMol25 entry of this formula, charge and spin) in kJ/mol: 621.82
Kohn-Sham gap in eV: 9.750
Molecular weight in u: 116.12
SMILES string: [H]/N=C(/N)[C@@]1(O)C[C@H]1O
Net charge: 0
F_max in hartree/bohr: 0.1102

Each line ends with the Mulliken charge.
Positions of all 16 atoms, in Å:
O: 0.5542 -0.4949 1.5573  -0.5150
O: -0.9005 -1.3721 -1.4199  -0.5454
N: 1.8513 0.3720 -1.0724  -0.4769
N: 0.3397 2.1251 -0.4436  -0.7898
C: -0.1443 -0.0532 0.5072  0.4616
C: -0.8580 -1.0924 -0.0228  -0.0813
C: -1.6601 0.0111 0.6290  -0.9652
C: 0.6493 0.8527 -0.4674  0.4993
H: -0.4659 -1.9563 0.5407  0.3090
H: 2.6450 0.7663 -1.7317  0.2514
H: -0.2578 2.2920 0.5488  0.3093
H: 0.1245 -0.9113 -1.5508  0.4076
H: -2.3946 -0.2282 1.5236  0.2454
H: -2.4068 0.3390 -0.1177  0.3057
H: 2.0284 -0.6437 -0.7004  0.2675
H: 0.8955 -0.0061 2.2201  0.3168


# 4
Below is 2 unconnected molecules or ions with the total composition C4H8N2O2, with properties calculated with wB97M-V/def2-TZVPD.

Spin multiplicity: 1
HOMO level in hartree: -0.308
Relative energy (zero: lowest compared OMol25 entry of this formula, charge and spin) in kJ/mol: 148.94
Kohn-Sham gap in eV: 9.040
Molecular weight in u: 116.12
SMILES string: NC(N)=O.CC=C=O
Net charge: 0
F_max in hartree/bohr: 0.0474

Each line ends with the Mulliken charge.
Positions of all 16 atoms, in Å:
O: 3.0327 -1.0532 -0.0994  -0.4174
O: -0.0791 -1.9223 -0.7046  -0.6393
N: -1.5766 -0.2953 -1.2264  -0.5150
N: -1.6830 -1.3258 0.7863  -0.4514
C: -1.0405 -1.2191 -0.3971  0.6442
C: 1.3169 0.5179 0.7337  -0.5278
C: 1.0887 1.8303 0.0667  -0.9978
C: 2.1117 -0.4151 0.2696  0.7067
H: 0.1431 2.2658 0.4055  0.2585
H: 1.0344 1.7220 -1.0211  0.2903
H: -2.6882 -1.2363 0.7481  0.2249
H: 0.7723 0.3076 1.6465  0.3467
H: -1.9479 0.5375 -0.7941  0.2430
H: 1.8934 2.5319 0.3067  0.3192
H: -1.0216 -0.1360 -2.0587  0.2569
H: -1.3564 -2.1098 1.3384  0.2583


# 5
Below is a single C4H8N2O2 molecule, with properties calculated with wB97M-V/def2-TZVPD.

Spin multiplicity: 1
HOMO level in hartree: -0.350
Relative energy (zero: lowest compared OMol25 entry of this formula, charge and spin) in kJ/mol: 138.65
Kohn-Sham gap in eV: 10.144
Molecular weight in u: 116.12
SMILES string: NCC(=O)NCC=O
Net charge: 0
F_max in hartree/bohr: 0.0140

Each line ends with the Mulliken charge.
Positions of all 16 atoms, in Å:
O: -2.5548 -1.0252 0.8551  -0.4437
O: 1.2268 1.3022 -1.4801  -0.6347
N: 1.8222 -1.4563 -1.3556  -0.6268
N: -0.0387 1.2664 0.3591  -0.1713
C: -0.9189 0.6324 1.3259  -0.6424
C: -2.1926 0.1086 0.6913  0.1101
C: 0.7504 0.6569 -0.5712  0.6540
C: 0.9887 -0.8335 -0.3682  -0.6462
H: -0.2191 2.2312 0.1174  0.2477
H: 2.6938 -0.9792 -1.5483  0.2676
H: 1.3687 -1.0031 0.6394  0.3290
H: 1.3479 -1.4981 -2.2478  0.2392
H: -1.0959 1.3471 2.1329  0.3819
H: -0.4291 -0.2322 1.7726  0.2813
H: 0.0198 -1.3189 -0.3714  0.3138
H: -2.7692 0.8017 0.0488  0.3404


# 6
Below is a single C4H8N2O2 molecule, with properties calculated with wB97M-V/def2-TZVPD.

Spin multiplicity: 1
HOMO level in hartree: -0.320
Relative energy (zero: lowest compared OMol25 entry of this formula, charge and spin) in kJ/mol: 472.47
Kohn-Sham gap in eV: 9.423
Molecular weight in u: 116.12
Net charge: 0
F_max in hartree/bohr: 0.1259

Each line ends with the Mulliken charge.
Positions of all 16 atoms, in Å:
O: 1.5202 -0.4564 -1.0259  -0.5091
O: 0.9877 -1.3124 1.0382  -0.5366
N: 0.0254 0.6981 0.2677  0.5402
N: -1.3486 0.8470 0.2118  -0.8657
C: 0.9070 1.9029 0.1656  -0.9451
C: 0.5340 -0.5299 -0.0757  0.3773
C: -1.3392 -1.4453 -0.3796  -0.8353
C: -2.0200 -0.1738 -0.2265  -0.0026
H: 1.0303 -0.7155 1.7585  0.3341
H: -3.0849 0.0120 -0.3647  0.4248
H: 0.7643 2.4636 -0.6168  0.3920
H: 2.0790 -1.3177 -1.0710  0.3897
H: 1.9760 1.4598 0.0424  0.2737
H: -1.2143 -1.9708 0.5495  0.3140
H: -1.5594 -1.8854 -1.3284  0.3412
H: 0.7427 2.4237 1.0549  0.3073


# 7
Below is a single C4H8N2O2 molecule, with properties calculated with wB97M-V/def2-TZVPD.

Spin multiplicity: 1
HOMO level in hartree: -0.348
Relative energy (zero: lowest compared OMol25 entry of this formula, charge and spin) in kJ/mol: 302.34
Kohn-Sham gap in eV: 9.159
Molecular weight in u: 116.12
SMILES string: C[C@H](CC(N)=O)N=O
Net charge: 0
F_max in hartree/bohr: 0.0653

Each line ends with the Mulliken charge.
Positions of all 16 atoms, in Å:
O: 1.1820 -0.3324 2.8538  -0.3081
O: 0.9108 1.0195 -2.4985  -0.6297
N: 1.0780 -0.9599 1.7898  -0.1245
N: -0.7659 1.6045 -1.1562  -0.3039
C: 0.0900 -0.3366 0.8427  0.3839
C: -0.9420 -1.3695 0.4118  -1.2546
C: 0.3788 0.9200 -1.4013  0.3971
C: 1.0686 0.0764 -0.2514  -0.6665
H: -0.4974 -2.1445 -0.2215  0.3054
H: -1.1196 2.1814 -1.9114  0.2409
H: 1.4919 -0.8028 -0.7527  0.3236
H: -1.2422 1.6559 -0.2700  0.1729
H: -1.3818 -1.8722 1.2807  0.3969
H: -0.3733 0.5226 1.3366  0.4435
H: 1.8645 0.7355 0.1136  0.2948
H: -1.7425 -0.8979 -0.1660  0.3284


# 8
Below is a molecular structure, C4H8N2O2, with properties calculated with wB97M-V/def2-TZVPD.

Spin multiplicity: 1
HOMO level in hartree: -0.344
Relative energy (zero: lowest compared OMol25 entry of this formula, charge and spin) in kJ/mol: 710.03
Kohn-Sham gap in eV: 9.818
Molecular weight in u: 116.12
Net charge: 0
F_max in hartree/bohr: 0.1189

Each line ends with the Mulliken charge.
Positions of all 16 atoms, in Å:
O: -2.8668 -1.0598 0.4760  -0.3033
O: -0.5891 -1.5579 -0.6516  -0.6536
N: -2.8013 0.0740 -0.2741  -0.3041
N: -0.1428 0.4391 0.0697  -0.0154
C: -1.6222 0.7900 -0.3611  0.0053
C: 0.2157 -0.7526 -0.2170  0.9238
C: 1.5925 -1.3346 0.1164  -1.1776
C: 0.6623 1.6175 0.0798  -0.8930
H: -1.6233 1.8848 -0.7128  0.2402
H: 1.8040 1.4212 -0.1113  0.3551
H: 0.3605 2.1877 1.2179  0.2797
H: 2.5073 -1.3990 -0.8840  0.2596
H: 0.3762 2.3876 -0.8014  0.2841
H: 2.2967 -0.9603 0.9484  0.3311
H: 1.5703 -2.5603 0.4210  0.2790
H: -1.7400 -1.1774 0.6843  0.3892


# 9
Below is a single C4H8N2O2 molecule, with properties calculated with wB97M-V/def2-TZVPD.

Spin multiplicity: 1
HOMO level in hartree: -0.309
Relative energy (zero: lowest compared OMol25 entry of this formula, charge and spin) in kJ/mol: 430.59
Kohn-Sham gap in eV: 7.548
Molecular weight in u: 116.12
Net charge: 0
F_max in hartree/bohr: 0.0469

Each line ends with the Mulliken charge.
Positions of all 16 atoms, in Å:
O: -0.3309 -0.1813 1.6561  -0.8638
O: 0.4330 0.0262 -1.7846  -0.3740
N: -2.4580 1.0464 0.4554  -0.6722
N: 1.1727 1.4180 0.5485  -0.7174
C: 0.5855 -1.8564 -0.2861  -1.3635
C: -1.3308 1.1972 -0.0656  -0.3658
C: -0.0555 0.4720 0.5789  1.0351
C: 0.4649 -0.4064 -0.5458  0.4955
H: 0.6296 -0.6737 -2.4283  0.3654
H: -0.4100 -2.3087 -0.3476  0.3162
H: -2.3405 0.4637 1.3016  0.3396
H: -1.1910 1.7930 -0.9672  0.3992
H: 1.2515 -2.3425 -1.0022  0.5128
H: 1.8287 1.0350 1.2229  0.2771
H: 0.9006 -1.9919 0.7507  0.3409
H: 0.8502 2.3094 0.9132  0.2749


# 10
Below is a single C4H8N2O4 molecule, with properties calculated with wB97M-V/def2-TZVPD.

Spin multiplicity: 1
HOMO level in hartree: -0.375
Relative energy (zero: lowest compared OMol25 entry of this formula, charge and spin) in kJ/mol: 42.80
Kohn-Sham gap in eV: 10.635
Molecular weight in u: 148.12
SMILES string: CO[C@@H](NC(N)=O)C(=O)O
Net charge: 0
F_max in hartree/bohr: 0.0568

Each line ends with the Mulliken charge.
Positions of all 18 atoms, in Å:
O: -1.6273 -1.8375 0.3396  -0.5105
O: -2.8153 -0.1191 -0.4426  -0.5058
O: 2.8817 -1.0262 0.4752  -0.6309
O: -0.6019 1.4165 -0.2481  -0.5197
N: 0.6715 -0.5442 0.2994  -0.2116
N: 2.1306 0.5995 -0.9634  -0.4380
C: -1.6794 -0.7777 -0.1667  0.3586
C: -0.3816 0.0411 -0.4567  0.1484
C: -0.4583 1.8628 1.0385  -0.6455
C: 1.9838 -0.3611 0.0156  0.4273
H: 1.4166 1.3080 -0.9135  0.2757
H: 0.4609 1.5776 1.5151  0.3200
H: 3.0554 0.9444 -1.0379  0.2814
H: -0.5598 2.9760 0.9891  0.2150
H: -1.3039 1.4742 1.6572  0.3060
H: 0.4671 -1.4329 0.8036  0.2224
H: -2.5370 0.8067 -0.4605  0.4075
H: -0.0988 -0.1008 -1.4829  0.4997